1.
Here is a cluster of 2 separate species, CH6NO in total from OMol25. Energies are from ωB97M-V/def2-TZVPD.

Each line ends with the natural charge from an NBO analysis.
Element x y z (Å)
N1 1.30216 0.86503 0.51031  -0.8574
H1 2.14104 0.34685 0.25557  0.4498
H2 1.60758 1.82175 0.77915  0.4579
H3 0.69423 0.31458 1.12259  0.4763
H4 0.75628 1.00557 -0.30966  0.4665
O1 -0.93049 -0.15951 -0.30397  -0.6307
C1 -1.66257 -1.09597 -0.56857  0.3283
H5 -1.12829 -2.11603 -0.76766  0.1423
H6 -2.77993 -0.98228 -0.71777  0.1670

Properties
* net charge: +1
* energy: -4664.2699 eV
* frontier orbital gap: 0.39920 Eh
* energy above the lowest of the compared OMol25 structures with the same formula, charge and spin: 47.9 kJ/mol

=====

2.
Here is a structure of composition C36H41ClCrGeN6O7P from OMol25. Energies are from ωB97M-V/def2-TZVPD.

Each line ends with the Mulliken charge.
Element x y z (Å)
Cr1 -0.84855 -0.20474 0.41874  -0.7036
N1 -1.24412 1.21063 2.05324  -0.3146
C1 -2.66768 1.09651 2.43675  -0.5471
C2 -3.49064 0.81678 1.18223  0.5724
O1 -4.65980 1.15843 1.13934  -0.7686
O2 -2.81555 0.20080 0.26384  -0.6759
H1 -0.63907 1.21302 2.86119  0.1722
H2 -1.10338 2.10528 1.59835  0.1778
H3 -3.04756 1.98588 2.92993  0.5207
H4 -2.78866 0.24670 3.11052  0.1841
C3 1.70628 4.03610 3.43349  -0.8709
C4 1.69612 2.87290 4.19211  -0.8598
C5 1.68634 1.62511 3.56487  -0.2681
C6 1.68047 1.50280 2.16791  -0.5654
C7 1.68183 2.69459 1.43145  0.0449
C8 1.69931 3.94336 2.04644  -0.8228
Ge1 1.58553 -0.29663 1.20197  4.2958
C9 1.73478 -1.58958 2.71030  -0.7540
C10 0.63749 -2.60417 2.94697  1.0684
C11 0.90995 -3.55494 4.08248  -0.9920
C12 2.02246 -3.46641 4.84772  -0.6864
C13 3.00382 -2.47433 4.60165  -1.1679
C14 2.83195 -1.57340 3.52248  0.0737
C15 3.46434 -0.34739 0.54838  0.1547
C16 3.99398 -1.50093 -0.04434  -0.4162
C17 5.33191 -1.56638 -0.42222  -0.7228
C18 6.17679 -0.48373 -0.20904  -0.6659
C19 5.67198 0.66380 0.38738  -0.6705
C20 4.33136 0.72967 0.75968  -0.1375
H5 1.72777 5.00618 3.91710  0.3685
H6 1.70345 2.93354 5.27609  0.4110
H7 1.69243 0.72862 4.17974  0.2935
H8 1.68378 2.65108 0.34197  0.3207
H9 1.71640 4.84633 1.44405  0.4866
H10 0.49206 -3.18902 2.02879  -0.3748
H11 0.19160 -4.35028 4.25646  0.4790
H12 2.17761 -4.17864 5.65214  0.4218
H13 3.88609 -2.41571 5.22478  0.4300
H14 3.60642 -0.83450 3.33215  0.4474
H15 3.34990 -2.35906 -0.20282  0.3669
H16 5.71671 -2.47035 -0.88312  0.4144
H17 7.22167 -0.53712 -0.49671  0.3515
H18 6.32320 1.51269 0.56920  0.4129
H19 3.96605 1.63604 1.22930  0.2525
N2 1.96040 -0.69090 -2.83811  -0.2480
C21 3.11214 -0.82235 -3.52496  -0.4551
C22 3.90894 0.23562 -3.15677  -1.3778
C23 3.13117 0.95074 -2.22557  -0.4240
N3 1.95007 0.38050 -2.03101  0.9273
H20 1.17547 -1.32026 -2.82159  0.0336
H21 3.28277 -1.64374 -4.20527  0.4646
H22 4.90847 0.45618 -3.49853  0.4401
H23 3.39609 1.84387 -1.67258  0.6605
Cl1 -4.34127 -4.19778 1.82510  -0.2283
C24 -3.02840 -3.25865 2.38061  -0.5205
C25 -2.69378 -3.23278 3.75024  -0.3812
C26 -1.62338 -2.49447 4.11772  -1.1459
C27 -0.74616 -1.82843 3.11505  0.6684
N4 -1.36447 -1.64788 1.79866  1.2669
C28 -2.37362 -2.38896 1.47378  -0.7396
H24 -3.30742 -3.76418 4.46871  0.5154
H25 -1.34577 -2.39041 5.15921  0.5739
H26 -0.45844 -0.84734 3.49858  -0.7856
H27 -2.77791 -2.26499 0.47283  0.6257
C29 0.88339 2.96764 -3.26775  -0.9980
O3 0.36726 2.98614 -1.92732  -0.3367
P1 -0.43958 1.76915 -1.22736  1.3731
O4 -1.51186 2.71647 -0.45380  0.1417
C30 -1.73781 4.12135 -0.63159  -0.8667
O5 -1.21134 1.07232 -2.43939  0.2743
C31 -2.20626 1.73073 -3.23544  -0.9005
H28 0.39697 3.77368 -3.81714  0.2928
H29 0.68707 2.02453 -3.77105  0.3733
H30 1.95367 3.14215 -3.24806  0.3311
H31 -2.63390 4.36120 -0.06493  0.2273
H32 -1.89660 4.37738 -1.67654  0.2568
H33 -0.89322 4.69362 -0.24985  0.2593
H34 -3.18073 1.40171 -2.88537  0.2606
H35 -2.05791 1.43215 -4.26969  0.2615
H36 -2.12462 2.81417 -3.15861  0.3127
C32 -2.71395 -3.43065 -3.72023  -1.1454
N5 -1.59008 -3.11903 -2.83720  0.3506
C33 -0.51182 -3.94286 -2.79243  -0.2675
C34 0.47677 -3.75352 -1.91373  -1.0465
C35 0.37615 -2.66371 -0.95724  -0.9883
O6 1.24779 -2.57359 -0.08856  -0.4850
N6 -0.68010 -1.76045 -1.05808  1.8349
C36 -1.71519 -2.00584 -1.96771  -0.4787
O7 -2.72500 -1.33890 -2.06084  -0.6557
H37 -2.33448 -3.85251 -4.64955  0.4054
H38 -3.26118 -2.51970 -3.92040  0.3457
H39 -3.39630 -4.14153 -3.25119  0.2774
H40 -0.51022 -4.75944 -3.50437  0.4044
H41 1.33247 -4.40732 -1.85182  0.5793

Properties
* energy: -168019.4527 eV
* frontier orbital gap (alpha / beta): 0.25757 / 0.20283 Eh
* 2S+1: 6
* energy above the lowest of the compared OMol25 structures with the same formula, charge and spin: 358.8 kJ/mol

=====

3.
Here is a cluster of 2 separate species, C2H7N4O2S2 in total from OMol25. Energies are from ωB97M-V/def2-TZVPD.

Each line ends with the natural charge from an NBO analysis.
Element x y z (Å)
C1 1.03557 1.59511 -0.88509  0.0722
C2 -0.16901 0.90272 -0.67318  -0.6821
N1 2.33410 1.44889 -0.90625  -0.0302
N2 3.43538 1.65632 -1.00736  0.1923
N3 1.30782 -2.40129 1.89608  -1.0547
N4 -3.10149 0.54609 -0.43864  -1.0681
O1 2.13489 -0.46942 0.65158  -0.9348
O2 0.18920 -1.71446 -0.37576  -0.8987
S1 -0.95627 -0.58354 -0.38138  1.1206
S2 1.77587 -1.84394 0.42047  1.7344
H1 0.85101 2.65552 -1.08365  0.2610
H2 -0.99789 1.59891 -0.71137  0.2630
H3 1.38250 -1.82151 2.71531  0.4311
H4 1.19318 -3.38358 2.07519  0.4265
H5 -3.32791 1.53542 -0.49858  0.3875
H6 -3.51983 0.19401 0.41592  0.3891
H7 -3.56712 0.08475 -1.21327  0.3910

Properties
* net charge: +1
* energy: -33900.6926 eV
* frontier orbital gap (alpha / beta): 0.26053 / 0.24492 Eh
* 2S+1: 3

=====

4.
Here is a structure of composition C19H43AlO2P3 from OMol25. Energies are from ωB97M-V/def2-TZVPD.

Each line ends with the natural charge from an NBO analysis.
Element x y z (Å)
Al1 -0.29899 0.16479 -0.22249  1.3193
P1 -2.10831 1.70931 0.09056  0.8435
P2 -1.28605 -1.38251 1.54629  0.8220
P3 0.58193 1.26541 -2.24117  0.8367
H1 -1.06671 -2.48806 -1.11808  0.2612
C1 -0.29652 -1.81601 -1.50417  -0.3029
C2 0.86314 -1.53922 -0.75576  -0.5797
H2 1.08190 -2.13783 0.13587  0.2851
C3 -3.56764 1.20220 -0.86624  -0.9712
C4 -2.70504 1.95611 1.79413  -0.9319
C5 -1.74309 3.45245 -0.31171  -0.9321
C6 -0.59539 -3.07434 1.73211  -0.9342
C7 -1.21060 -0.86859 3.30367  -0.9252
C8 -3.05671 -1.77645 1.31662  -0.9339
C9 1.83952 0.36551 -3.22220  -0.9336
C10 1.44667 2.84210 -1.93949  -0.9427
C11 -0.70752 1.61970 -3.45701  -0.9676
H3 -0.31877 -1.60571 -2.57898  0.2699
H4 1.76709 -1.22410 -1.29696  0.2888
H5 -4.41956 1.87017 -0.66815  0.2851
H6 -3.86005 0.16785 -0.64448  0.2619
H7 -3.31739 1.23268 -1.93263  0.2899
H8 -3.35734 2.84222 1.80817  0.2897
H9 -1.84388 2.14727 2.44786  0.2560
H10 -3.25562 1.08803 2.17082  0.2563
H11 -2.56974 4.07677 0.05842  0.2900
H12 -1.60589 3.62423 -1.38436  0.2637
H13 -0.82602 3.75694 0.21252  0.2529
H14 -1.28300 -3.67283 2.34709  0.2879
H15 0.37588 -3.02901 2.24391  0.2605
H16 -0.46681 -3.56885 0.76311  0.2431
H17 -1.83060 -1.55550 3.89886  0.2832
H18 -1.57373 0.15636 3.43793  0.2541
H19 -0.17573 -0.93372 3.66500  0.2502
H20 -3.31630 -2.60211 1.99667  0.2851
H21 -3.23392 -2.09881 0.28077  0.2510
H22 -3.69601 -0.91080 1.53414  0.2551
H23 2.01095 0.88223 -4.17895  0.2935
H24 1.51339 -0.66209 -3.42259  0.2429
H25 2.78572 0.34295 -2.66307  0.2618
H26 1.72550 3.30050 -2.89779  0.2927
H27 2.36699 2.64081 -1.37470  0.2542
H28 0.81641 3.54016 -1.37783  0.2518
H29 -0.25660 1.94650 -4.40245  0.2865
H30 -1.40165 2.39391 -3.11199  0.2736
H31 -1.29133 0.70923 -3.64088  0.2696
C12 -4.01589 1.30451 -5.09530  0.2963
C13 -5.35218 1.15539 -5.52036  -0.2973
C14 -5.59005 0.32803 -6.62858  -0.1599
C15 -4.52272 -0.31361 -7.26726  -0.2275
C16 -3.19585 -0.04150 -6.91534  -0.1782
C17 -2.94021 0.87975 -5.88769  -0.3020
O1 -3.71532 1.76977 -3.83248  -0.7357
H32 -4.53226 1.88400 -3.29783  0.4879
H33 -6.15567 1.67257 -4.98321  0.2279
H34 -6.62546 0.19507 -6.98318  0.2456
H35 -4.72788 -1.01822 -8.08562  0.2426
H36 -2.35090 -0.51831 -7.41913  0.2304
H37 -1.93697 1.22878 -5.64526  0.1931
C18 3.25006 -0.52132 1.59836  -0.6535
C19 2.10331 0.31182 2.09048  -0.0221
O2 1.26305 0.82312 0.86591  -0.8655
H38 2.90707 -1.39079 1.03969  0.2041
H39 3.84339 -0.88483 2.43896  0.2866
H40 3.90703 0.07963 0.96683  0.2445
H41 1.37812 -0.23927 2.69405  0.1962
H42 2.41062 1.22189 2.61033  0.2348
H43 1.43298 1.78087 0.78167  0.5377

Properties
* net charge: +3
* energy: -58933.4495 eV
* frontier orbital gap: 0.12250 Eh
* energy above the lowest of the compared OMol25 structures with the same formula, charge and spin: 0.0 kJ/mol

=====

Looking at max |F| for the records above, in order, we have 1.92, 1.06, 1.96, 4.32 eV/A.